[1]
DFT (ωB97M-V/def2-TZVPD) results for a molecular structure, C18H62N4O13Y.

Last column: Löwdin charge in e.
Positions of all 98 atoms, in Å:
1 Y -4.52283 3.45331 -0.90238  1.211
2 O -1.18147 1.58108 0.46756  -0.130
3 C -0.48458 0.47698 -0.12689  -0.188
4 C -0.69352 0.28899 -1.70230  -0.218
5 O -2.00337 0.54932 -2.21753  -0.120
6 H -0.93829 -0.44288 0.24203  0.145
7 H 0.57869 0.51746 0.10957  0.121
8 H -0.21845 -0.59655 -2.12449  0.120
9 H -0.02282 1.00638 -2.17518  0.142
10 C -9.63367 -5.63074 6.07116  -0.070
11 C -8.98884 -6.03364 4.72384  -0.390
12 C -7.65073 -5.30152 4.39406  -0.212
13 O -7.34984 -5.40221 2.99926  -0.180
14 C -6.13296 -4.68968 2.72764  -0.122
15 N -8.70127 -7.49783 4.75694  0.026
16 H -10.53585 -6.21404 6.25538  0.080
17 H -9.82173 -4.55737 6.04647  0.072
18 H -8.89843 -5.82900 6.85103  0.073
19 H -9.77391 -5.76284 4.01785  0.129
20 H -6.77298 -5.62343 4.95443  0.121
21 H -7.76692 -4.24651 4.64214  0.110
22 H -5.26542 -5.07056 3.26654  0.084
23 H -6.14511 -3.60770 2.85907  0.076
24 H -5.92059 -4.77148 1.66168  0.082
25 H -8.39076 -7.85142 5.65061  0.061
26 H -7.97262 -7.74047 4.10095  0.058
27 C 0.65498 7.96425 4.33225  -0.068
28 C 0.97996 7.24996 5.64906  -0.442
29 C 1.01850 8.04398 6.96137  -0.172
30 O 1.78341 9.26878 6.86759  -0.206
31 C 3.20096 9.05269 6.74911  -0.091
32 N 0.09174 6.12348 5.66577  0.011
33 H -0.35347 8.37785 4.34032  0.078
34 H 0.69939 7.31395 3.45862  0.068
35 H 1.30828 8.80559 4.10105  0.069
36 H 1.98845 6.84415 5.56926  0.129
37 H 1.42967 7.45306 7.77981  0.121
38 H 0.02855 8.41394 7.22827  0.125
39 H 3.44778 8.11510 7.24720  0.085
40 H 3.68080 9.91111 7.21917  0.089
41 H 3.46841 9.01081 5.69326  0.079
42 H 0.11883 5.65987 4.76886  0.058
43 H -0.90521 6.28525 5.67019  0.069
44 C 10.76238 3.94457 -5.64128  -0.079
45 C 10.12242 3.79410 -4.22691  -0.415
46 C 9.47296 2.38928 -3.98360  -0.195
47 O 8.35524 2.18412 -4.80961  -0.177
48 C 7.15627 2.62202 -4.24363  -0.122
49 N 11.21822 4.16376 -3.35040  0.016
50 H 11.53338 3.20708 -5.86442  0.075
51 H 11.16026 4.92548 -5.90128  0.072
52 H 9.96847 3.72330 -6.35462  0.065
53 H 9.34358 4.55622 -4.20113  0.124
54 H 9.21949 2.36822 -2.92369  0.116
55 H 10.22963 1.61288 -4.09651  0.126
56 H 6.42799 2.52009 -5.04819  0.091
57 H 7.14748 3.68449 -4.00034  0.084
58 H 6.88264 2.01369 -3.38157  0.087
59 H 11.67205 5.00263 -3.68272  0.067
60 H 11.86152 3.39394 -3.46720  0.066
61 C 0.56085 -9.37698 -4.02940  -0.063
62 C 1.95458 -8.69749 -3.70891  -0.413
63 C 2.39427 -8.91627 -2.20669  -0.160
64 O 1.39551 -8.63376 -1.20434  -0.189
65 C 1.15561 -7.24885 -1.02683  -0.129
66 N 2.87832 -9.21927 -4.71516  0.029
67 H 0.41302 -9.38588 -5.10930  0.068
68 H -0.24927 -9.05255 -3.37629  0.069
69 H 0.56411 -10.44169 -3.79601  0.073
70 H 1.73467 -7.63713 -3.83287  0.115
71 H 3.22436 -8.27652 -1.90704  0.116
72 H 2.69900 -9.96066 -2.13973  0.122
73 H 0.94738 -6.68368 -1.93530  0.075
74 H 1.94704 -6.71947 -0.49626  0.083
75 H 0.24371 -7.07699 -0.45500  0.084
76 H 2.87210 -10.22421 -4.61432  0.069
77 H 2.23410 -9.06786 -5.47815  0.051
78 O 1.90446 5.31781 -2.14100  -0.049
79 H 1.01133 5.59196 -1.93266  0.024
80 H 2.15067 4.73572 -1.42212  0.028
81 O -7.63914 1.06233 -2.12443  -0.110
82 H -8.48223 1.06350 -1.67121  0.036
83 H -7.75126 0.43455 -2.83826  0.034
84 O -3.45831 1.16902 6.12815  -0.058
85 H -2.73672 1.43257 5.55712  0.023
86 H -3.09173 1.20774 7.01154  0.035
87 O -1.79602 1.63430 -7.40255  -0.047
88 H -1.19454 2.37821 -7.37023  0.028
89 H -1.85628 1.33481 -6.49541  0.017
90 O -6.26289 1.93526 2.29248  -0.121
91 H -5.77929 1.65919 3.07104  0.035
92 H -7.17509 1.72112 2.48811  0.039
93 O -6.20720 -1.24033 -5.52832  -0.050
94 H -6.08636 -0.67996 -6.29487  0.033
95 H -5.45410 -1.04832 -4.96956  0.021
96 O 0.87645 5.11917 -6.32589  -0.052
97 H 0.96449 4.74985 -5.44721  0.016
98 H 1.12812 6.03734 -6.22662  0.034

orbital gap: 0.093 hartree
total charge: +1
F_max: 6.7 eV Å⁻¹
E_LUMO: -7.48 eV
E_tot: -1957.657289 Eh

[2]
DFT (ωB97M-V/def2-TZVPD) results for a molecular structure, C28H24N9O4RhSSe2Te2.

Last column: Mulliken spin population.
Positions of all 71 atoms, in Å:
1 Rh 1.40356 -2.71420 -1.04801  2.275
2 C -6.99452 8.69533 -1.79839  0.000
3 O -6.19958 8.41563 -0.65344  0.000
4 C -5.47802 7.26852 -0.65813  0.000
5 C -4.70020 7.02692 0.47460  0.000
6 C -3.93481 5.88284 0.55454  0.000
7 C -3.92359 4.95233 -0.48615  0.000
8 C -4.69979 5.20491 -1.60655  0.000
9 C -5.47531 6.35097 -1.70378  0.000
10 C -3.12409 3.72003 -0.44811  0.000
11 N -3.09166 2.82366 -1.40391  0.000
12 C -2.22588 1.85695 -0.95357  -0.001
13 C -1.73439 2.16195 0.27818  0.000
14 N -2.31436 3.36802 0.60346  0.000
15 C -0.82801 1.31427 0.98715  -0.001
16 C -0.32560 1.61123 2.26120  -0.001
17 C 0.52050 0.72576 2.86506  0.002
18 C 0.84795 -0.45019 2.18158  -0.003
19 N 0.39741 -0.75586 0.97719  0.026
20 C -0.43033 0.11469 0.36236  -0.025
21 C -0.93037 -0.21637 -0.97868  -0.008
22 N -0.52290 -1.36283 -1.58788  0.085
23 C -1.05098 -1.66233 -2.76660  0.003
24 C -1.94528 -0.84512 -3.46028  -0.003
25 C -2.32796 0.33223 -2.88548  0.005
26 C -1.83187 0.65107 -1.61630  -0.003
27 H -7.48266 9.64472 -1.60436  0.000
28 H -7.75164 7.92360 -1.95090  0.000
29 H -6.37726 8.78270 -2.69470  0.000
30 H -4.71100 7.75477 1.27535  0.000
31 H -3.34178 5.73227 1.44978  0.000
32 H -4.69043 4.48584 -2.41519  0.000
33 H -6.06430 6.51670 -2.59264  0.000
34 H -2.18330 3.89118 1.45086  0.000
35 H -0.60457 2.53440 2.75590  0.000
36 H 0.94834 0.91117 3.84062  0.000
37 H 1.53030 -1.14810 2.65153  0.000
38 H -0.77431 -2.61380 -3.19640  0.003
39 H -2.30143 -1.15788 -4.43210  0.001
40 H -3.00853 1.02423 -3.36632  0.000
41 Se 2.53153 -5.61865 -3.44297  0.007
42 Te 1.38240 -6.51067 -5.53442  0.273
43 Te -1.07815 -5.68701 -5.37222  0.756
44 Se 1.47197 -3.57434 -3.29995  0.456
45 N 4.43886 -8.09645 0.82586  0.000
46 C 3.85764 -7.06883 0.18862  -0.001
47 N 2.59506 -7.23327 -0.27124  0.001
48 N 4.53291 -5.95471 0.07301  0.001
49 C 3.95048 -4.92172 -0.48322  0.012
50 N 3.46343 -3.99404 -0.97632  0.047
51 H 3.99930 -8.99170 0.91994  0.000
52 H 5.36916 -7.95878 1.17990  0.000
53 H 2.18198 -8.14781 -0.31486  0.000
54 H 2.24166 -6.54390 -0.91980  0.000
55 N 1.62479 -3.48692 1.24685  0.075
56 C 2.77420 -2.70999 1.67260  -0.003
57 C 3.25684 -1.69459 0.86192  0.033
58 C 4.24764 -0.83742 1.30459  -0.004
59 C 4.78727 -1.01441 2.57664  0.003
60 C 4.34835 -2.06913 3.37024  0.000
61 C 3.34605 -2.91589 2.91722  0.001
62 S 6.04275 0.11232 3.19716  0.000
63 O 5.84244 1.31201 2.40010  0.000
64 O 7.28733 -0.58920 2.94256  0.001
65 O 5.69846 0.24736 4.60314  0.001
66 H 1.59196 -4.37382 1.73387  -0.003
67 H 0.76499 -2.98578 1.46455  -0.002
68 H 2.83278 -1.53330 -0.13649  -0.013
69 H 4.60497 -0.01379 0.69887  0.001
70 H 4.77284 -2.18446 4.35992  0.000
71 H 2.97075 -3.71327 3.55242  0.001

orbital gap (spin up / spin down): 0.237 / 0.179 hartree
spin multiplicity: 5
energy above the lowest of the compared OMol25 structures with the same formula, charge and spin: 64.0 kcal/mol
F_max: 0.7 eV Å⁻¹
E_LUMO (spin up / spin down): -0.87 / -2.46 eV
E_tot: -7722.815125 Eh

[3]
DFT (ωB97M-V/def2-TZVPD) results for 2 unconnected molecules or ions with the total composition C9H13NO.

Last column: Löwdin charge in e.
Positions of all 24 atoms, in Å:
1 C -1.13836 -1.57791 -0.09440  -0.064
2 N -0.14723 -1.22482 -1.20622  -0.005
3 C 1.18610 -1.69862 -1.02797  -0.679
4 C 2.03270 -1.84282 -2.25531  -0.041
5 O 1.55393 -2.14477 -0.00209  0.055
6 H -0.38978 -1.63575 0.77865  0.084
7 H -1.75898 -0.68032 0.26860  0.069
8 H -1.72409 -2.52440 -0.29356  0.106
9 H -0.17293 -0.82688 -2.09622  0.087
10 H 1.28612 -1.85259 -3.25325  0.122
11 H 2.81232 -2.80287 -1.98187  0.153
12 H 2.71946 -0.74077 -2.28408  0.149
13 C -1.82549 1.42534 1.72364  -0.050
14 C -1.26501 2.66968 1.45642  -0.141
15 C -0.06911 2.92317 1.04706  -0.102
16 C 0.69660 1.81644 0.55012  -0.098
17 C 0.35675 0.59559 0.81089  -0.092
18 C -0.97600 0.39558 1.36576  -0.157
19 H -2.68631 1.09205 2.19417  0.089
20 H -1.90537 3.52835 1.70829  0.116
21 H 0.29520 3.83074 0.87356  0.062
22 H 1.53006 2.23612 -0.15878  0.144
23 H 0.83297 -0.28793 0.21659  0.095
24 H -1.24354 -0.67260 1.66000  0.099

orbital gap: 0.349 hartree
energy above the lowest of the compared OMol25 structures with the same formula, charge and spin: 144.3 kcal/mol
structure (SMILES): CNC(C)=O.c1ccccc1
F_max: 6.8 eV Å⁻¹
E_LUMO: 0.75 eV
E_tot: -480.527302 Eh